Record 1
The following is a DFT calculation (ωB97M-V with the def2-TZVPD basis set) of an isolated ion of composition C10H12BrN2 and charge +1.

Structure (XYZ):
```
25
Properties=species:S:1:pos:R:3:forces:R:3
C -3.01101 -0.87520 -1.12827 -0.3 0.2 -0.8
C -1.80682 -0.02566 -0.78619 -0.2 0.8 0.3
C -1.95138 1.38923 -0.64859 -1.7 1.3 -1.2
C -1.00848 2.34232 -0.39830 0.2 -2.1 0.3
C 0.31442 1.95654 -0.08523 3.1 1.7 0.6
C 0.71546 0.67143 -0.04060 -5.9 -3.8 -1.6
C -0.57701 -0.48257 -0.43783 3.1 6.1 0.6
N -0.13890 -1.73217 -0.51893 1.8 -2.5 0.7
C 0.98369 -2.17207 0.04578 -1.7 1.0 -0.8
N 1.82055 -1.38543 0.65605 -0.5 0.0 -0.3
C 1.90249 0.03745 0.48955 2.0 1.3 0.9
C 2.28392 0.63522 1.88842 1.5 0.5 -2.1
Br 3.49132 0.30381 -0.79111 -0.5 0.0 0.4
H -2.80274 -1.91172 -1.06798 0.3 -1.2 0.8
H -3.86002 -0.63241 -0.49542 0.1 0.0 0.3
H -3.44396 -0.89566 -2.14886 0.7 1.1 0.2
H -2.92098 1.89817 -0.92290 0.7 -1.3 0.4
H -1.41431 3.30947 -0.38391 0.4 1.4 0.1
H 1.20816 2.71113 0.12444 -2.3 -1.2 -0.4
H -0.73137 -2.43431 -0.89993 -0.5 -0.6 -0.4
H 1.06971 -3.21016 -0.05502 0.9 -1.4 0.4
H 2.60356 -1.75614 1.15298 0.4 -0.6 0.1
H 3.09704 0.03632 2.29449 -0.3 -0.4 0.4
H 1.34148 0.60773 2.41182 0.2 0.4 0.8
H 2.83518 1.61469 1.74555 -1.5 -0.7 0.3
```
Forces are in eV/Å.

Largest force on an atom ... 7.2 eV/A
2S+1 ... 1
Frontier orbital gap ... 8.0027 eV
Structure (SMILES) ... Cc1cccc2c1[NH+]=CN[C@@]2(C)Br
Energy relative to the best compared isomer or geometry (same formula, charge and spin) ... 1.5303 eV
Net charge ... +1

Record 2
The following is a DFT calculation (ωB97M-V with the def2-TZVPD basis set) of a 9-piece molecular cluster, C10H12Cl24N5O2S overall.

Structure (XYZ):
```
54
Properties=species:S:1:pos:R:3:forces:R:3
N -3.67173 2.48008 3.29275 -0.7 0.1 -0.3
C -2.86796 1.44358 3.00743 1.2 -1.0 0.8
N -2.49485 0.45116 3.90051 0.9 -0.2 -3.4
C -1.73223 -0.36084 3.12484 -0.6 -0.6 1.0
S -0.92928 -1.89308 3.62869 -0.3 0.5 -0.3
N -1.59725 0.07896 1.84457 0.1 -0.4 0.8
N -2.30355 1.21113 1.78167 -1.2 1.0 1.8
O -2.49659 2.07165 0.74137 -0.5 0.3 1.2
N -1.70900 1.62818 -0.43415 -1.1 -1.3 -1.2
O -2.37488 0.91822 -1.05903 -0.2 1.2 1.7
H -3.36208 3.43039 3.42183 0.2 -0.2 -0.2
H -4.66502 2.27912 3.31009 0.1 0.2 0.3
H -1.93173 -2.78789 3.35935 0.2 0.8 0.0
H -1.08197 -0.36692 1.09059 0.0 0.2 0.0
C -2.84364 -1.24642 -3.39130 -0.2 -0.2 -0.2
Cl -4.54267 -0.97745 -2.98137 0.0 0.0 0.0
Cl -2.15943 -2.54221 -2.40338 0.0 0.2 0.1
Cl -2.66654 -1.61363 -5.10691 0.1 0.1 0.1
H -2.29686 -0.33618 -3.18303 -0.1 -0.2 -0.1
C 2.14699 -0.18867 5.54239 0.1 0.0 0.3
Cl 3.78149 0.22792 6.04952 -0.1 0.0 -0.1
Cl 0.99466 0.08680 6.84975 0.0 0.0 -0.1
Cl 1.68643 0.74332 4.10475 0.2 -0.6 0.3
H 2.12675 -1.24148 5.28560 0.0 0.1 0.0
C -7.53562 0.94584 2.85800 -0.3 -0.1 0.0
Cl -9.10703 0.23714 3.21041 0.2 0.1 0.0
Cl -7.25514 2.37862 3.85702 0.1 0.0 -0.1
Cl -6.24135 -0.23848 3.10523 0.1 0.0 0.0
H -7.52309 1.24913 1.81768 0.0 0.0 0.1
C 1.51552 -3.86855 -1.81329 -0.3 0.0 0.0
Cl 0.15270 -4.92786 -1.43188 0.1 0.0 0.0
Cl 1.25456 -3.04739 -3.35722 0.1 -0.1 0.0
Cl 1.76819 -2.69378 -0.51367 0.0 0.0 0.0
H 2.41323 -4.47739 -1.90090 -0.3 0.2 0.0
C 0.81027 0.56125 -3.59012 0.4 0.1 -0.3
Cl 2.40908 0.89900 -2.91805 -0.2 -0.1 0.0
Cl -0.45235 0.84771 -2.37653 2.2 -0.4 -2.0
Cl 0.52032 1.53239 -5.03215 -0.1 -0.1 0.2
H 0.77229 -0.48618 -3.86950 0.0 0.1 0.1
C 5.54627 -3.45274 -2.68065 -0.1 0.1 -0.2
Cl 4.68125 -4.35875 -1.42959 0.6 -0.2 0.2
Cl 5.60624 -4.36139 -4.19087 0.0 0.0 0.1
Cl 4.76154 -1.89325 -2.91607 0.1 -0.1 0.0
H 6.56227 -3.28560 -2.34241 -0.1 0.0 0.0
C 7.15288 0.82747 -4.98500 0.0 -0.1 -0.1
Cl 5.44734 0.94405 -4.53183 0.1 0.2 -0.1
Cl 7.95899 -0.45538 -4.07388 0.0 0.1 0.0
Cl 7.31685 0.55391 -6.71992 0.0 0.0 0.1
H 7.63312 1.76768 -4.74205 0.0 -0.1 0.0
C 0.13083 4.23086 1.65096 0.2 0.2 -0.1
Cl 1.49371 5.32665 1.45855 -0.2 -0.1 0.0
Cl 0.61601 2.78084 2.54753 -0.4 0.5 -0.4
Cl -1.21374 5.04047 2.46819 0.0 0.0 0.0
H -0.20421 3.92798 0.66543 0.0 0.0 0.1
```
Forces are in eV/Å.

Largest force on an atom ... 3.5 eV/A
2S+1 ... 1
Frontier orbital gap ... 6.9632 eV
Energy relative to the best compared isomer or geometry (same formula, charge and spin) ... 0.4273 eV
Net charge ... +1

Record 3
The following is a DFT calculation (ωB97M-V with the def2-TZVPD basis set) of C10H12Cl4InN2O6 as an isolated structure.

Structure (XYZ):
```
35
Properties=species:S:1:pos:R:3:forces:R:3
In -0.77397 -0.08643 -1.40942 -2.3 -0.1 -0.7
Cl -0.75076 -2.04138 -4.31221 0.3 0.0 0.8
Cl 0.71619 1.61665 -4.27746 0.1 0.0 0.7
Cl -3.38667 -2.08719 -0.53233 0.9 0.2 -0.2
Cl -3.50113 0.62014 -3.69145 0.4 0.0 0.4
O -1.56995 2.94806 -1.33353 1.6 0.6 -0.6
C -2.63278 2.97455 -0.55889 -3.5 -1.8 1.5
O -3.40980 3.93216 -0.61576 -0.1 2.9 -0.6
O -2.94901 1.99384 0.11000 1.4 -2.3 0.7
H -1.76394 3.83491 -1.64573 1.0 0.6 -1.4
O -0.31625 -0.18455 3.29923 6.1 0.4 2.8
C -1.43326 -0.05650 2.73751 -5.1 -1.2 -6.7
O -1.51730 -0.09212 1.48239 1.1 0.3 -0.6
O -2.40743 -0.08613 3.46691 -2.3 0.7 2.6
H -0.71196 0.01966 4.14972 0.8 -0.3 1.6
N 1.70519 1.37393 1.36466 -0.1 0.4 -0.3
C 2.63467 0.78658 0.53543 -0.2 0.4 0.9
C 2.51994 1.35048 -0.70735 0.6 -0.6 0.3
C 1.52200 2.34373 -0.62309 -0.6 0.2 -0.1
C 0.97601 2.30553 0.65031 1.3 0.2 -0.1
H 1.54744 1.15062 2.33695 -0.2 -0.2 -0.4
H 3.31971 0.06862 0.96165 -0.1 -0.1 -0.2
H 3.08185 1.02033 -1.56854 -0.1 0.3 -0.1
H 1.30246 3.02671 -1.43038 -0.4 -0.2 0.1
H 0.31714 3.00573 1.14225 -0.3 -0.4 -0.1
N -0.06961 -3.36878 0.68768 -1.4 -0.6 -0.3
C 0.82347 -2.47269 1.09336 1.3 0.3 0.8
C 1.66434 -2.17513 0.02381 0.2 -0.3 1.0
C 1.20177 -2.95928 -1.03932 -1.1 -0.3 -1.3
C 0.01666 -3.58440 -0.66020 1.7 -0.9 0.3
H -0.64195 -3.87256 1.35006 -0.5 0.5 -0.5
H 0.80223 -2.25432 2.15085 0.3 0.6 -0.2
H 2.59410 -1.62597 0.04292 -0.4 0.0 0.0
H 1.65254 -3.08229 -2.01301 -0.2 0.4 -0.1
H -0.56197 -4.34250 -1.16702 -0.2 0.4 0.0
```
Forces are in eV/Å.

Largest force on an atom ... 8.5 eV/A
2S+1 ... 1
Frontier orbital gap ... 3.6321 eV
Net charge ... -3

Record 4
The following is a DFT calculation (ωB97M-V with the def2-TZVPD basis set) of a 4-piece molecular cluster, C10H12ClF3NO11 overall.

Structure (XYZ):
```
38
Properties=species:S:1:pos:R:3:forces:R:3
Cl 0.71057 0.46108 0.75219 0.3 2.5 2.2
C 3.12415 1.63594 -0.54479 0.5 -0.7 0.5
N 2.40035 2.89470 -0.65715 -0.5 1.2 -0.3
O 2.01611 3.16656 -1.77682 -0.2 0.2 -0.6
O 2.12348 3.58387 0.31507 0.8 -0.7 -0.1
H 2.49947 1.12223 0.18595 0.8 -0.2 0.1
H 4.16186 1.72127 -0.22235 -0.2 0.5 0.1
H 3.06356 1.08100 -1.48099 0.1 1.2 0.3
C -0.71779 -2.07817 1.25486 -1.0 -1.2 0.5
C -2.15243 -1.63788 1.39518 0.9 -5.2 -1.8
O -2.60806 -1.38117 0.08866 -0.3 -3.6 2.4
C -1.74681 -1.91570 -0.75587 0.2 -0.2 -4.7
O -1.86466 -1.83743 -2.01122 0.8 -0.7 5.2
O -0.76917 -2.52058 -0.05238 -1.4 -1.3 -2.2
F -2.06664 -0.53725 2.02274 8.3 -12.4 4.5
H -0.47333 -2.83282 2.00241 0.1 -0.4 -0.5
H -0.00331 -1.25513 1.23972 -0.8 0.2 1.2
H -2.78844 -2.32687 1.95094 -0.4 -0.1 -0.3
C 1.34219 -0.77692 -1.81990 -2.3 0.4 0.4
C 1.61451 -1.68836 -0.58006 0.2 4.0 -1.8
O 2.98890 -1.69434 -0.64217 2.3 -1.6 2.6
C 3.53819 -1.08447 -1.67073 4.1 0.2 -0.3
O 4.75483 -0.99070 -1.91036 -3.3 -0.6 0.8
O 2.61142 -0.49794 -2.34866 -1.0 0.9 -2.3
F 1.13181 -2.81447 -0.84728 0.7 -6.8 -2.3
H 0.72610 0.07457 -1.53096 1.1 0.6 -0.1
H 0.68635 -1.18449 -2.58922 0.5 -1.0 0.0
H 1.15729 -1.41372 0.37053 2.0 0.2 -0.8
C -2.67464 0.77232 1.69940 -3.8 8.9 -1.2
C -2.07226 0.97077 0.31473 -2.0 -0.2 -0.9
O -2.04971 2.36295 0.07441 1.5 -2.5 -0.8
C -2.80914 2.92985 0.99192 -1.0 1.0 0.7
O -3.04384 4.09661 1.00293 -0.1 0.8 0.1
O -3.26830 2.04438 1.84536 -2.4 2.7 0.7
F -3.02903 0.40098 -0.60731 0.3 4.4 -0.8
H -1.96319 0.73527 2.52437 -0.4 5.1 1.1
H -3.42500 -0.01759 1.73258 -3.6 3.3 -0.5
H -1.12540 0.43166 0.28430 -0.4 1.0 -1.2
```
Forces are in eV/Å.

Largest force on an atom ... 15.6 eV/A
2S+1 ... 1
Frontier orbital gap ... 8.7177 eV
Energy relative to the best compared isomer or geometry (same formula, charge and spin) ... 8.2516 eV
Net charge ... -1